176
Properties=species:S:1:pos:R:3 method="wB97M-V/def2-TZVPD" e_homo_ev=-9.176 gap_ev=6.57 energy_ha=-157215.4122 total_charge=+1
C 0.028 -1.748 6.363
C 0.829 -0.418 5.837
C 0.791 -0.178 4.215
N -0.355 -0.511 3.277
C -1.730 -1.092 3.521
C -1.976 -2.587 2.896
C -1.070 -3.926 3.167
C -1.486 -5.393 2.489
C -2.809 -5.592 1.496
C -3.707 -4.249 1.213
C -5.064 -4.239 0.241
C -3.294 -2.793 1.887
C 0.037 -0.106 1.841
C -0.910 -0.264 0.511
I -0.412 -2.230 -0.422
C -0.700 0.897 -0.631
C -2.168 1.445 -1.194
I 0.237 -0.097 -2.396
C 1.543 0.500 2.067
C 2.503 1.153 0.905
C 2.954 2.712 1.192
N 1.920 3.545 1.916
C 1.156 4.428 0.908
C -0.169 5.152 1.612
C 2.588 4.587 2.835
C 2.104 4.723 4.426
O 3.582 5.397 2.456
N 2.019 0.456 3.535
C 3.319 0.955 4.127
C 4.677 0.382 3.411
C 4.646 -1.213 3.033
C 5.436 -1.639 1.622
C 5.579 -3.176 1.067
C 4.881 -4.369 1.966
C 4.091 -3.944 3.374
C 3.952 -2.406 3.930
H 0.078 -2.674 5.650
H 0.543 -2.063 7.390
H -1.074 -1.401 6.621
H 0.511 0.589 6.350
H 1.976 -0.589 6.119
H -2.496 -0.369 2.959
H -2.073 -1.086 4.650
H -0.114 -3.875 3.841
H -0.854 -6.372 2.705
H -3.071 -6.651 1.054
H -5.899 -3.714 0.889
H -4.898 -3.590 -0.729
H -5.457 -5.328 0.019
H -3.944 -1.819 1.662
H -2.058 -0.371 0.821
H -0.003 1.780 -0.252
H -2.248 2.633 -1.143
H -2.310 1.170 -2.346
H -3.080 0.916 -0.635
H 2.053 1.040 -0.196
H 3.504 0.505 0.882
H 3.959 2.785 1.831
H 3.196 3.295 0.178
H 1.833 5.319 0.518
H 0.857 3.780 -0.029
H 0.115 6.153 2.170
H -0.681 4.453 2.398
H -0.870 5.464 0.713
H 1.168 4.049 4.675
H 2.980 4.313 5.123
H 1.960 5.856 4.755
H 3.324 2.137 3.961
H 3.436 0.795 5.280
H 5.009 0.977 2.447
H 5.560 0.530 4.196
H 5.964 -0.780 0.993
H 6.195 -3.358 0.066
H 4.987 -5.482 1.603
H 3.626 -4.818 4.019
H 3.402 -2.114 4.945
C -3.936 -5.617 -3.438
Br -5.393 -4.858 -4.479
Br -2.707 -4.247 -2.807
Br -4.589 -6.730 -1.982
H -3.369 -6.270 -4.110
C 0.860 -2.856 -5.622
Br 1.245 -4.713 -5.189
Br -1.035 -2.569 -5.955
Br 1.550 -1.639 -4.271
H 1.386 -2.630 -6.556
C 1.940 -1.344 10.220
Br 3.654 -1.611 9.338
Br 2.153 -0.960 12.115
Br 0.868 0.009 9.323
H 1.391 -2.288 10.144
C -5.914 2.227 0.988
Br -5.995 3.159 2.693
Br -5.058 3.306 -0.386
Br -5.081 0.478 1.158
H -6.947 2.060 0.665
C 2.484 -8.013 -2.674
Br 0.611 -7.632 -2.315
Br 2.775 -8.530 -4.527
Br 3.637 -6.539 -2.144
H 2.760 -8.873 -2.055
C -1.158 0.208 -9.455
Br 0.544 0.057 -8.525
Br -2.661 0.196 -8.220
Br -1.203 1.755 -10.635
H -1.256 -0.680 -10.088
C 2.794 8.649 6.974
Br 3.021 8.150 5.107
Br 0.921 8.662 7.497
Br 3.868 7.537 8.156
H 3.163 9.675 7.078
C 1.887 -8.309 2.807
Br 2.494 -9.443 4.267
Br -0.052 -8.159 2.766
Br 2.747 -6.564 2.841
H 2.190 -8.797 1.875
C 5.516 -11.128 -7.064
Br 4.059 -10.369 -8.105
Br 6.745 -9.758 -6.433
Br 4.863 -12.241 -5.608
H 6.083 -11.781 -7.736
C 0.592 -12.993 -9.055
Br 2.306 -13.260 -9.936
Br 0.805 -12.609 -7.160
Br -0.480 -11.640 -9.952
H 0.043 -13.937 -9.130
C 0.942 3.049 -5.922
Br 2.644 2.897 -4.992
Br -0.561 3.037 -4.687
Br 0.897 4.596 -7.101
H 0.844 2.161 -6.555
C -3.321 7.614 2.866
Br -1.507 8.316 2.899
Br -3.589 6.369 1.395
Br -3.827 6.836 4.575
H -3.989 8.464 2.691
C 10.738 -9.125 -5.619
Br 10.657 -8.193 -3.913
Br 11.594 -8.046 -6.993
Br 11.571 -10.874 -5.449
H 9.705 -9.292 -5.942
C 5.126 -1.415 14.729
Br 6.451 -0.069 14.262
Br 5.836 -2.728 15.976
Br 3.479 -0.612 15.384
H 4.876 -1.951 13.808
C -6.516 5.306 -3.350
Br -8.389 5.687 -2.991
Br -6.225 4.789 -5.203
Br -5.363 6.780 -2.820
H -6.240 4.445 -2.731
C -8.259 8.240 -6.184
Br -10.132 8.621 -5.824
Br -7.968 7.723 -8.036
Br -7.105 9.714 -5.654
H -7.983 7.379 -5.565
C 1.957 7.090 -10.398
Br 3.659 6.938 -9.468
Br 0.454 7.077 -9.164
Br 1.912 8.636 -11.578
H 1.858 6.202 -11.031
C -4.643 8.795 8.120
Br -2.941 8.643 9.050
Br -6.146 8.782 9.354
Br -4.688 10.341 6.940
H -4.742 7.907 7.487
C -5.256 12.649 -8.393
Br -6.854 11.906 -9.217
Br -3.736 11.444 -8.546
Br -4.846 14.422 -9.080
H -5.469 12.761 -7.325
C -7.705 -1.122 -5.014
Br -6.150 -0.726 -6.114
Br -8.723 -2.625 -5.713
Br -7.223 -1.380 -3.147
H -8.359 -0.245 -5.057